Computed, not measured: 10 unconnected molecules or ions with the total composition C29H67N9O13S in a non-equilibrium geometry, with wB97M-V/def2-TZVPD.

```
119
Properties=species:S:1:pos:R:3
O -8.32012 17.39733 7.51044
S -9.00711 17.46014 6.23530
O -10.38138 16.99518 6.17054
O -8.79764 18.93194 5.45776
C -8.29797 18.78737 4.10689
C -7.31040 17.53899 4.29244
O -8.03186 16.63337 5.10367
H -9.07728 18.73832 3.34637
H -7.74417 19.69931 3.88410
H -6.39686 17.88526 4.77563
H -7.12328 17.00854 3.35978
C -12.75804 17.58344 8.19761
N -13.39968 17.70356 9.48016
C -13.72477 16.74702 10.31730
C -14.55624 17.26714 11.46871
O -13.26352 15.61844 10.37677
H -12.91581 16.55875 7.86308
H -11.70536 17.86536 8.15418
H -13.16788 18.26578 7.45213
H -13.75717 18.59494 9.78898
H -14.03569 17.38946 12.41871
H -15.35596 16.54926 11.65069
H -14.94844 18.28000 11.37125
C -16.33444 16.47899 2.82632
N -16.01977 15.91848 4.13654
C -16.26552 16.54137 5.23980
C -15.63867 15.87470 6.43592
O -16.75380 17.64637 5.32442
H -16.07202 17.52658 2.68670
H -17.39910 16.31015 2.66238
H -15.79275 15.90119 2.07758
H -15.70423 14.96113 4.11335
H -14.77747 15.21454 6.33461
H -16.33112 15.41097 7.13874
H -15.28812 16.77194 6.94828
C -11.08604 20.88626 2.80048
N -11.88300 20.03712 3.58833
C -12.15569 18.74361 3.30419
C -13.04897 18.01715 4.31070
O -11.64082 18.12283 2.39642
H -10.61969 20.35516 1.97194
H -10.39551 21.43735 3.44074
H -11.69721 21.68530 2.37635
H -12.23931 20.38043 4.46852
H -13.17023 16.96511 4.05554
H -14.09159 18.32344 4.41429
H -12.67344 18.16562 5.32335
C -11.08460 13.79838 7.40462
N -9.67890 13.91606 7.49515
C -8.75683 12.99655 7.15020
C -7.28796 13.41144 7.24027
O -9.08546 11.88218 6.75408
H -11.47880 13.35936 6.48834
H -11.47243 14.80174 7.57689
H -11.41049 13.14924 8.21850
H -9.26358 14.79927 7.75177
H -6.91806 13.31224 8.26109
H -7.29050 14.48774 7.05935
H -6.59672 12.94110 6.54351
C -17.92853 17.61218 14.52484
N -17.65907 18.97609 15.10736
C -16.65553 19.74749 14.81830
C -16.51015 21.04078 15.56209
O -15.83340 19.54393 13.91773
H -18.44590 16.86115 15.11917
H -16.96866 17.23564 14.17112
H -18.49407 17.73392 13.60063
H -18.02226 19.24640 16.00988
H -16.71355 20.80213 16.60612
H -17.17671 21.81437 15.17824
H -15.56157 21.48541 15.26459
C -13.55522 22.85916 5.04240
N -12.88317 22.28197 6.27215
C -13.66844 21.54087 7.10261
C -13.11431 21.26154 8.56239
O -14.82821 21.15683 6.85245
H -13.76865 23.86687 5.40019
H -14.51837 22.40337 4.82101
H -12.78435 22.84745 4.27330
H -11.90913 22.44957 6.48674
H -12.15402 20.75078 8.62196
H -13.83410 20.98372 9.32985
H -12.83325 22.30487 8.71975
C -10.28117 20.00419 12.58157
N -10.86930 18.70513 12.86383
C -11.66908 18.46449 13.89898
C -12.02296 16.99935 14.07485
O -12.02204 19.34425 14.72386
H -10.29358 20.50133 13.55171
H -10.86984 20.60349 11.88561
H -9.27111 20.03229 12.17337
H -10.53718 17.95844 12.27216
H -12.47722 16.71644 15.02389
H -11.04292 16.51998 14.06048
H -12.68262 16.51073 13.35895
C -8.07299 23.28483 6.24353
N -8.12820 22.08367 7.00562
C -9.28473 21.84008 7.61620
C -9.28339 20.63420 8.57159
O -10.33806 22.53033 7.56714
H -7.17650 23.29538 5.62444
H -8.04342 24.21800 6.80799
H -9.00790 23.38899 5.69242
H -7.33466 21.46340 6.96779
H -10.14145 20.01041 8.32298
H -9.46571 20.93399 9.60487
H -8.32194 20.14838 8.73914
C -11.45880 12.52292 11.02948
N -12.80085 12.74438 10.55198
C -13.56006 11.78017 9.96648
C -14.85550 12.16458 9.43734
O -13.17377 10.63072 9.85155
H -10.81333 12.80917 10.19925
H -11.36493 11.52123 11.44784
H -11.24108 13.10142 11.92822
H -13.12790 13.69938 10.50412
H -15.50760 12.53098 10.23051
H -15.31107 11.23678 9.09233
H -14.74966 12.83511 8.58458
```

Summary:
- maximum force (eV/A) = 4.9
- molecular weight (u) = 782.0
- orbital gap (eV) = 8.415
- highest occupied orbital energy (Eh) = -0.3197
- ΔE to the lowest compared entry with this formula, charge and spin (kcal per mole) = 57.4

Atomic partial charges in e from the Mulliken method, atoms 1 to 5: atom 1 (O): -0.566, atom 2 (S): 0.776, atom 3 (O): -0.263, atom 4 (O): -0.025, atom 5 (C): -0.281